[1]
# C23H20FNO3

An isolated molecule of C23H20FNO3 (ωB97M-V/def2-TZVPD, the Open Molecules 2025 dataset).

Geometry (Å):
O -4.0076 -2.8240 -0.4116
C -3.5888 -2.6719 0.7048
O -4.2906 -3.0111 1.7896
C -2.2390 -2.1116 1.0706
C -1.6483 -1.3207 -0.1016
N -0.2328 -1.0335 0.0933
C 0.3575 -0.6144 1.2322
O -0.1921 -0.5385 2.3097
C 1.8312 -0.2136 1.0619
C 2.5186 -0.9988 -0.0280
C 2.9830 -2.2799 0.2524
C 3.5894 -3.0416 -0.7291
C 3.7418 -2.5332 -2.0086
C 3.2843 -1.2596 -2.2976
C 2.6743 -0.4972 -1.3158
C 1.9179 1.2828 0.8569
C 2.9985 1.9759 1.3893
C 3.1220 3.3412 1.2074
C 2.1611 4.0369 0.4936
C 1.0807 3.3563 -0.0391
C 0.9611 1.9882 0.1362
C -2.4364 -0.0502 -0.3505
C -2.4533 0.9680 0.5976
C -3.1532 2.1371 0.3619
C -3.8452 2.2704 -0.8278
F -4.5308 3.4094 -1.0647
C -3.8548 1.2705 -1.7823
C -3.1408 0.1113 -1.5364
H -5.1507 -3.3846 1.5392
H -2.3275 -1.4989 1.9665
H -1.5825 -2.9507 1.3149
H -1.7192 -1.9525 -0.9945
H 0.3278 -1.0089 -0.7458
H 2.3112 -0.4487 2.0183
H 2.8675 -2.6791 1.2501
H 3.9472 -4.0333 -0.4950
H 4.2183 -3.1257 -2.7750
H 3.4034 -0.8539 -3.2915
H 2.3310 0.5007 -1.5496
H 3.7499 1.4393 1.9507
H 3.9685 3.8640 1.6278
H 2.2527 5.1039 0.3556
H 0.3230 3.8891 -0.5950
H 0.1064 1.4801 -0.2861
H -1.9111 0.8528 1.5230
H -3.1681 2.9356 1.0865
H -4.4106 1.4049 -2.6966
H -3.1452 -0.6823 -2.2677

- lowest unoccupied orbital energy (eV) = 0.6118
- Kohn-Sham gap (eV) = 9.7
- maximum force (eV/A) = 0.7
- SMILES = O=C(O)C[C@H](NC(=O)C(c1ccccc1)c1ccccc1)c1ccc(F)cc1

***

[2]
# H20O10Xe

A structure of composition H20O10Xe (ωB97M-V/def2-TZVPD, the Open Molecules 2025 dataset).

Geometry (Å):
Xe 9.2674 -2.1356 -17.0894
O 6.4908 -1.2435 -15.3650
H 7.4340 -1.3824 -15.2805
H 6.3782 -0.2975 -15.2717
O 10.2191 0.9950 -15.0065
H 9.9799 0.2717 -14.4269
H 9.4496 1.1226 -15.5613
O 8.9177 -1.1858 -13.5764
H 9.1160 -2.0867 -13.3209
H 8.2338 -0.9084 -12.9668
O 11.2967 -1.1296 -20.1054
H 12.0964 -0.6054 -20.1481
H 10.7439 -0.6730 -19.4712
O 12.4626 -5.1455 -16.3513
H 12.2173 -4.5519 -15.6416
H 12.2314 -4.6724 -17.1507
O 9.2807 0.7544 -19.2363
H 9.1241 1.1798 -18.3933
H 8.4922 0.2348 -19.3931
O 12.2738 -3.6521 -18.8961
H 11.4127 -4.0695 -18.9212
H 12.1685 -2.8534 -19.4131
O 4.8592 -2.0011 -17.5094
H 5.1280 -1.2813 -18.0802
H 5.3829 -1.8869 -16.7163
O 7.2575 -1.1653 -19.9456
H 7.1483 -2.1161 -19.9298
H 6.8063 -0.8850 -20.7418
O 9.5057 -5.1310 -19.2472
H 8.8380 -4.5995 -19.6806
H 9.1255 -5.3463 -18.3955

- lowest unoccupied orbital energy (eV) = -0.3536
- Kohn-Sham gap (eV) = 10.5
- maximum force (eV/A) = 0.8
- energy relative to the best compared isomer or geometry (same formula, charge and spin) (kJ/mol) = 64.4

***

[3]
# C5H10O

A structure of composition C5H10O (ωB97M-V/def2-TZVPD, the Open Molecules 2025 dataset).

Geometry (Å):
C -0.0074 0.8817 -0.2605
C -1.2719 -0.9285 -1.4143
C 1.3489 1.2433 1.0405
C 0.0089 -0.5138 -0.0904
C 0.5035 -1.5699 0.5254
O -1.1182 1.5864 0.1417
H -1.5407 1.1052 0.8701
H 0.3956 1.2581 -1.1971
H -1.6691 -0.0888 -1.9838
H -0.7600 -1.6157 -2.0874
H -2.0790 -1.4169 -0.8676
H 1.0150 0.9652 2.0405
H 1.3928 2.3311 0.9790
H 2.3161 0.8137 0.7823
H 0.2035 -2.5690 0.2268
H 1.2618 -1.4824 1.2948

- lowest unoccupied orbital energy (eV) = 0.8733
- Kohn-Sham gap (eV) = 9.3
- maximum force (eV/A) = 7.5
- energy relative to the best compared isomer or geometry (same formula, charge and spin) (kJ/mol) = 369.2

***

[4]
# C3H5NOS

A cluster of 2 separate species, C3H5NOS in total (ωB97M-V/def2-TZVPD, the Open Molecules 2025 dataset).

Geometry (Å):
C -0.8027 -1.2512 0.1272
C 0.2558 -1.2882 0.9933
S 1.6110 -0.3601 0.3971
C 0.6579 -0.0217 -1.0715
N -0.5178 -0.5466 -0.9925
H -1.5949 -1.9423 0.1424
H 0.2380 -1.4711 2.0156
H 0.9443 0.7014 -1.7174
O -0.3603 2.3601 -0.1799
H 0.3623 2.3139 0.4637
H -0.7936 1.5058 -0.1780

- lowest unoccupied orbital energy (eV) = 0.4572
- Kohn-Sham gap (eV) = 10.1
- maximum force (eV/A) = 4.7
- SMILES = c1cscn1.O
- energy relative to the best compared isomer or geometry (same formula, charge and spin) (kJ/mol) = 133.8